Entry A
The following is a quantum chemistry calculation of a single C7H11NO molecule, from OMol25.

Structure (XYZ):
```
20
Properties=species:S:1:pos:R:3
C 2.4501 -0.6845 0.0368
C 1.8086 0.6873 0.0513
C 0.2368 0.6033 -0.0405
C -0.5003 -0.3205 0.8453
C -0.5556 -0.1657 -0.9993
C -1.9271 0.3916 -0.6724
C -1.9507 0.2925 0.7880
H 1.9463 -1.1347 -0.8104
H 3.5911 -0.8776 -0.2069
H 2.4289 -1.2726 0.9797
H 1.9487 1.3801 0.8627
H 2.0700 1.2502 -0.8261
H -0.2047 1.6885 -0.0726
H -0.0236 -0.4614 1.9747
H -0.4113 -0.4443 -1.9859
H -2.5362 1.2027 -1.1773
H -2.6716 -1.4254 -0.0378
H -2.2204 1.1022 1.3280
N -2.9385 -0.5046 0.0860
O -0.5405 -1.3072 -0.1236
```

For the HOMO energy, the calculation gives -9.595 eV. The value obtained for the HOMO-LUMO gap is 10.58 eV. As for the net charge: 0. As for the spin multiplicity: 1. As for the LUMO energy: 0.98 eV.


Entry B
The following is a quantum chemistry calculation of a single C7H11NO molecule, from OMol25.

Structure (XYZ):
```
20
Properties=species:S:1:pos:R:3
C -0.9622 0.0301 1.3715
C -2.2453 -0.4656 1.2759
C -2.0957 -0.9185 -1.0518
C -0.1810 0.4396 0.3433
C 2.0261 1.3980 0.4463
C 1.2751 0.1112 -1.5954
C 1.2038 0.2006 -0.0628
N -2.7635 -0.8537 0.0551
O 1.7917 -0.9661 0.5215
H -0.5978 0.2351 2.3767
H -2.8624 -0.6468 2.1394
H -2.6927 -1.0393 -1.9557
H 1.6197 2.3277 0.0607
H 2.0044 1.4149 1.5332
H 3.0559 1.2797 0.1196
H 0.5736 -0.6417 -1.9481
H 2.2843 -0.1607 -1.8930
H 1.0085 1.0644 -2.0390
H -3.7648 -1.0743 0.1181
H 1.3223 -1.7346 0.1845
```

For the HOMO energy (spin up / spin down), the calculation gives -7.187 / -7.187 eV. The value obtained for the HOMO-LUMO gap (spin up / spin down) is 7.30 / 7.30 eV. As for the net charge: 0. As for the spin multiplicity: 1. As for the LUMO energy (spin up / spin down): 0.12 / 0.11 eV.


Entry C
The following is a quantum chemistry calculation of 2 unconnected molecules or ions with the total composition C7H11NO, from OMol25.

Structure (XYZ):
```
20
Properties=species:S:1:pos:R:3
C -1.0294 -2.6028 0.9234
C -0.2260 -0.4505 1.1906
C -1.0862 0.7129 0.4054
C -0.8596 0.8155 -1.0733
C 0.5137 1.1000 -1.3973
C 1.3251 0.7328 -0.2274
C 0.9682 -0.6649 0.3247
H 0.3941 0.1823 2.1189
H -0.9709 1.5484 1.0389
H -2.2116 0.4877 0.6236
H -1.6692 1.2418 -1.7707
H -1.0258 -0.4463 -0.9906
H 0.7043 2.2231 -1.5983
H 0.6641 0.8790 -2.3413
H 2.6977 0.3010 0.0283
H 1.1723 1.3956 0.6302
H 1.7189 -0.9712 0.9470
H 0.8582 -1.3417 -0.4517
N -0.8527 -1.6090 1.5990
O -1.0854 -3.5339 0.0206
```

For the HOMO energy, the calculation gives -9.836 eV. The value obtained for the HOMO-LUMO gap is 10.56 eV. As for the net charge: 0. As for the spin multiplicity: 1. As for the LUMO energy: 0.72 eV.


The data favor entry A; the next most stable structure lies 0.0376 hartree above it.


Entry A
The following is a quantum chemistry calculation of 3 unconnected molecules or ions with the total composition C7H11NO, from OMol25.

Structure (XYZ):
```
20
Properties=species:S:1:pos:R:3
C -0.5440 -0.9077 1.5344
C 2.8815 -0.6445 -0.9885
N -0.0393 -0.5645 0.2043
C 0.0060 0.6073 -0.2204
C 2.2392 -0.4999 0.3655
C -2.2994 0.1941 -0.7451
C 0.3069 1.7924 -0.6860
C -3.2948 0.4025 0.0862
O 2.6652 -0.8293 1.4198
H -2.3569 -0.0793 -1.7945
H -0.9182 -0.0415 2.0832
H 0.2777 -1.3550 2.0970
H -1.3389 -1.6407 1.4137
H 3.1771 0.3397 -1.3533
H 3.7554 -1.3013 -0.9276
H 2.1372 -1.0463 -1.6765
H -0.4508 2.3590 -1.2126
H 1.2832 2.2261 -0.5176
H -3.1423 0.6335 1.1403
H -4.3447 0.3554 -0.2223
```

For the HOMO energy (spin up / spin down), the calculation gives -6.838 / -8.144 eV. The value obtained for the HOMO-LUMO gap (spin up / spin down) is 6.89 / 8.82 eV. As for the net charge: 0. As for the spin multiplicity: 1. As for the LUMO energy (spin up / spin down): 0.05 / 0.68 eV.


Entry B
The following is a quantum chemistry calculation of a molecular structure, C7H11NO, from OMol25.

Structure (XYZ):
```
20
Properties=species:S:1:pos:R:3
C 1.1810 -0.9994 1.0510
C -1.7730 0.4010 -2.0247
C -1.2275 -0.3708 -1.0906
C 1.5371 -0.2590 -0.2362
C -0.4133 0.1364 -0.0049
C 2.4339 0.9307 -0.1576
C -1.0919 -1.1355 2.1143
N -0.1375 -0.7225 1.1225
O 1.8744 -1.6400 1.8021
H -2.3445 -0.0051 -2.8407
H -1.6577 1.4731 -2.0018
H -1.3332 -1.4491 -1.1373
H 1.6473 -0.8802 -1.1156
H -0.5055 1.1948 0.2220
H 3.4680 0.5910 -0.0784
H 2.2099 1.5334 0.7196
H 2.3440 1.5469 -1.0504
H -0.5956 -1.8446 2.7753
H -1.4426 -0.2801 2.6996
H -1.9523 -1.6161 1.6425
```

For the HOMO energy, the calculation gives -8.710 eV. The value obtained for the HOMO-LUMO gap is 9.65 eV. As for the net charge: 0. As for the spin multiplicity: 1. As for the LUMO energy: 0.94 eV.


Entry C
The following is a quantum chemistry calculation of a single C7H11NO molecule, from OMol25.

Structure (XYZ):
```
20
Properties=species:S:1:pos:R:3
C 0.7378 -0.4583 -0.1996
C 1.3434 0.4348 -1.2687
C -1.6197 -1.0454 -0.7558
C -0.7104 -0.1305 0.0394
N -2.9348 -0.7233 -0.7766
C 1.2627 -0.2993 1.2626
C -1.1429 0.9866 0.6370
C 2.2579 0.4847 1.6383
O -1.2140 -2.0197 -1.3571
H 0.8456 -1.5104 -0.4811
H -3.5546 -1.2966 -1.3242
H -3.3180 0.0317 -0.2395
H 0.8420 -1.0086 1.9652
H 0.8069 0.2777 -2.2034
H 2.3984 0.2022 -1.3932
H 1.2593 1.4869 -0.9978
H -2.1372 1.3927 0.5548
H -0.5010 1.5553 1.2896
H 2.6553 0.4497 2.6397
H 2.7231 1.1899 0.9706
```

For the HOMO energy, the calculation gives -9.355 eV. The value obtained for the HOMO-LUMO gap is 10.06 eV. As for the net charge: 0. As for the spin multiplicity: 1. As for the LUMO energy: 0.70 eV. The SMILES is C=C[C@H](C)C(=C)C(N)=O.


The data favor entry C; the next most stable structure lies 0.0332 hartree above it.


Entry A
The following is a quantum chemistry calculation of a molecular structure, C21H26O3, from OMol25.

Structure (XYZ):
```
50
Properties=species:S:1:pos:R:3
C 3.5919 -2.4157 -4.8976
C 3.3982 -2.7013 -3.6576
C 2.4336 -3.8742 -3.2525
C 1.4720 -3.4373 -2.4123
C 1.4844 -3.7629 -1.2301
C 0.4700 -3.4891 -0.3042
C -0.3963 -2.6611 -0.7073
C -0.5615 -2.0742 -2.2092
C 0.4780 -2.5959 -3.0049
H 0.6333 -2.2331 -3.9155
O -1.6372 -1.3776 -2.5643
C -1.4784 -0.8354 -4.0179
H -2.0869 0.0476 -4.0972
H -0.5176 -0.2793 -4.0067
H -1.4937 -1.5258 -4.7150
O -1.4688 -2.3131 0.1909
C -1.9554 -0.8500 0.1768
C -0.9943 0.1463 0.3562
C -0.4223 0.0782 1.6474
H 0.3105 -1.0187 1.6195
O 0.6481 1.0442 1.7405
C 0.2305 2.0306 2.3574
C 1.1567 3.1293 2.4830
C 0.9556 4.2972 3.0084
C -0.5920 4.8765 3.1084
C -1.4031 3.8963 3.1983
C -0.8829 2.6455 2.6524
H -2.0178 1.8380 2.6028
C -2.6917 4.0474 3.5619
H -2.7823 4.4405 4.6537
H -3.2715 4.9918 2.9233
H -3.4350 3.3596 3.2509
C -0.7089 6.1684 3.8339
H -0.9715 6.1596 4.7552
H -1.3350 6.6643 3.1333
H 0.0418 6.7199 3.9020
H 1.6581 5.3130 2.8920
H 2.3157 2.7852 2.3562
H -0.9931 -0.1384 2.4800
H -1.6541 0.9802 0.3542
H -0.2769 0.2009 -0.3515
H -2.6444 -0.9916 -0.6882
H -2.7415 -0.9924 0.9325
H 0.4274 -3.7744 0.7011
H 2.0306 -4.6926 -0.8296
H 3.1931 -4.5738 -2.7415
H 2.2237 -4.3674 -4.1580
H 4.0352 -2.1797 -2.8384
H 4.0765 -1.5151 -5.2949
H 3.0735 -3.0473 -5.8612
```

For the HOMO energy, the calculation gives -8.178 eV. The value obtained for the HOMO-LUMO gap is 8.83 eV. As for the net charge: 0. As for the spin multiplicity: 1. As for the LUMO energy: 0.66 eV.


Entry B
The following is a quantum chemistry calculation of a single C21H26O3 molecule, from OMol25.

Structure (XYZ):
```
50
Properties=species:S:1:pos:R:3
O 0.9493 4.9075 -3.1770
O -2.1435 -1.7687 -0.7317
O -4.1890 1.8854 0.3032
C 1.0476 3.7008 -2.9783
C -1.7531 -1.0630 0.2339
C -0.5345 1.8700 -2.8604
C -0.5880 3.5438 -1.1144
C -1.6301 1.3519 -2.3223
C -1.6408 2.8946 -0.4490
C 0.0148 3.0176 -2.2782
C -2.2747 1.8854 -1.0953
C 2.2118 2.8845 -3.4927
C -2.6235 0.1557 0.7218
C -3.3130 0.9984 -0.4023
C 1.3670 -3.3202 2.2764
C 2.5282 -2.0964 0.3793
C 1.8427 -0.9754 2.5588
C 0.0969 -2.8184 0.2767
C -0.6216 -1.6509 2.3488
C 0.6178 -0.4239 0.5214
C 1.4364 -3.1825 0.7767
C 0.7860 -2.0113 2.8465
C 1.9723 -0.8374 1.0302
C -0.4440 -1.5045 0.8993
H -4.5583 2.5887 -0.3657
H -0.0161 1.5394 -3.7458
H -0.1444 4.4104 -0.6430
H -1.9936 0.4727 -2.8638
H -1.8997 3.1949 0.5238
H 2.3939 2.0228 -2.8504
H 1.9394 2.7249 -4.5516
H 3.1796 3.3623 -3.4028
H -3.3930 -0.2764 1.4410
H -2.1128 0.8644 1.2951
H -3.7529 0.3238 -1.1180
H 2.4058 -3.3689 2.5731
H 0.8677 -4.2018 2.7012
H 2.7333 -2.0910 -0.6455
H 3.4050 -2.4970 0.9197
H 1.4754 -0.0410 3.0784
H 2.9157 -1.2431 2.8971
H 0.0413 -2.8013 -0.8572
H -0.5983 -3.5312 0.5159
H -1.4221 -2.2699 2.6412
H -0.9400 -0.6524 2.8272
H 0.7010 -0.3820 -0.5833
H 0.4606 0.6081 0.8544
H 1.7437 -4.1373 0.3903
H 0.7433 -2.0228 3.9284
H 2.7103 -0.0397 0.7690
```

For the HOMO energy, the calculation gives -9.186 eV. The value obtained for the HOMO-LUMO gap is 9.47 eV. As for the net charge: 0. As for the spin multiplicity: 1. As for the LUMO energy: 0.28 eV. The SMILES is CC(=O)c1ccc([C@H](O)CC(=O)[C@]23C[C@H]4C[C@H](C[C@H](C4)C2)C3)cc1.


The data favor entry B; the next most stable structure lies 0.5203 hartree above it.


Entry A
The following is a quantum chemistry calculation of 4 unconnected molecules or ions with the total composition C3H15N2O3, from OMol25.

Structure (XYZ):
```
23
Properties=species:S:1:pos:R:3
N -4.9262 1.2191 -0.2787
C 1.5385 -0.9791 1.0684
C 2.1006 -1.7845 -0.1948
O 2.0537 -0.9077 -1.2493
C 2.3986 0.2109 1.0708
N 1.6349 1.3761 0.5478
H -5.8610 1.0002 -0.0182
H -4.9687 1.3953 -1.2477
H -4.4499 1.9408 0.1400
H 1.5646 -1.5772 1.9065
H 1.5262 -2.7791 -0.4797
H 3.1418 -2.1147 -0.0219
H 1.0436 -0.6243 -1.4559
H 2.8101 0.2956 2.0665
H 3.1482 0.0869 0.3393
H 2.0914 2.3201 0.6548
H 0.6557 1.6099 0.8308
H -2.3866 0.4683 0.0920
H -1.0385 0.1801 -0.6905
O -1.4632 0.7942 0.1179
H 0.5281 -0.7099 0.9104
H -0.8055 -0.8105 -2.4113
O -0.3365 -0.6103 -1.6973
```

For the HOMO energy, the calculation gives -12.583 eV. The value obtained for the HOMO-LUMO gap is 2.56 eV. As for the net charge: +1. As for the spin multiplicity: 1. As for the LUMO energy: -10.02 eV.


Entry B
The following is a quantum chemistry calculation of 4 unconnected molecules or ions with the total composition C3H15N2O3, from OMol25.

Structure (XYZ):
```
23
Properties=species:S:1:pos:R:3
C -1.8090 -2.5021 2.3017
C -2.7389 -1.8857 1.3397
N -0.8241 0.9893 -0.3586
C -1.2999 0.1017 0.5983
N -1.8285 -1.0462 0.2472
H -1.4322 -3.5005 2.1681
H -0.8808 -1.9928 2.5069
H -2.3279 -2.6098 3.2686
H -3.3424 -2.4796 0.6616
H -3.2309 -1.0847 1.8662
H -0.9796 0.7236 -1.2200
H -0.1111 1.6514 -0.1980
H -1.3958 0.3449 1.7022
H -1.8263 -1.4417 -0.7329
H 3.2099 -1.1227 -2.3259
H 1.9199 -0.8714 -2.9003
O 2.3787 -0.8815 -2.1294
H 0.3229 2.9537 -2.8339
H 1.7099 2.7325 -1.9715
O 0.7964 2.8036 -1.8879
H 4.8635 3.7243 -0.3041
H 4.7358 2.4026 0.3681
O 4.0902 2.9913 -0.1664
```

For the HOMO energy, the calculation gives -13.815 eV. The value obtained for the HOMO-LUMO gap is 10.54 eV. As for the net charge: +1. As for the spin multiplicity: 1. As for the LUMO energy: -3.27 eV.


The data favor entry B; the next most stable structure lies 0.2589 hartree above it.


Entry A
The following is a quantum chemistry calculation of a single C5H6OS2 molecule, from OMol25.

Structure (XYZ):
```
14
Properties=species:S:1:pos:R:3
C -1.9919 -0.3452 0.4338
C 0.5522 -1.2750 -0.0645
C 0.8373 0.0923 0.5684
C 0.4970 1.0873 -0.5021
C 0.3618 1.8613 -1.4262
H -3.0645 -0.5531 0.2722
H -1.7212 0.5718 -0.1010
H -1.7280 -0.2255 1.5200
H 0.3148 0.3606 1.4878
H 2.7707 -0.1914 0.2180
H 0.4243 2.3802 -2.3336
O 2.1847 0.1849 0.9259
S -1.1702 -1.7259 -0.3750
S 1.7330 -2.2223 -0.6236
```

For the HOMO energy, the calculation gives -9.141 eV. The value obtained for the HOMO-LUMO gap is 8.72 eV. As for the net charge: 0. As for the spin multiplicity: 1. As for the LUMO energy: -0.42 eV. The SMILES is C#C[C@H](O)C(=S)SC.


Entry B
The following is a quantum chemistry calculation of a single C5H6OS2 molecule, from OMol25.

Structure (XYZ):
```
14
Properties=species:S:1:pos:R:3
C -1.1944 -0.6067 2.1581
C -0.7440 0.3623 1.2826
C -0.6814 -1.7721 1.6578
C 0.0353 -0.2331 0.3290
C 0.7140 0.3508 -0.8882
O 0.0643 -1.5533 0.5830
S 1.3798 2.0844 -0.7293
S -0.4299 0.1780 -2.3406
H -2.1038 -0.6419 2.8148
H -0.8293 1.4943 1.4735
H -0.8669 -2.7479 1.9724
H 1.5994 -0.2595 -1.1141
H 0.8619 2.1708 0.5149
H 0.1150 -1.0227 -2.7425
```

For the HOMO energy, the calculation gives -8.604 eV. The value obtained for the HOMO-LUMO gap is 9.32 eV. As for the net charge: 0. As for the spin multiplicity: 1. As for the LUMO energy: 0.72 eV. The SMILES is SC(S)c1ccco1.


The data favor entry B; the next most stable structure lies 0.0486 hartree above it.


Entry A
The following is a quantum chemistry calculation of a single C4H6N4 molecule, from OMol25.

Structure (XYZ):
```
14
Properties=species:S:1:pos:R:3
C -0.0180 -1.5601 -0.1945
C 1.2631 -1.0435 -0.3282
C 1.5853 0.2307 0.2578
C -1.4561 0.7605 -0.3152
H -0.5758 -0.4280 1.4847
H -0.5256 -2.3471 -0.7360
H 2.1106 -1.4358 -0.9182
H 2.6064 0.4090 0.4904
H -0.6312 2.4335 0.0481
H -2.1013 1.5487 -0.8803
N -0.9498 -1.0973 0.7817
N 0.9391 1.3659 0.3307
N -0.3432 1.5227 -0.1014
N -1.9037 -0.3592 0.0804
```

For the HOMO energy, the calculation gives -8.334 eV. The value obtained for the HOMO-LUMO gap is 8.56 eV. As for the net charge: 0. As for the spin multiplicity: 1. As for the LUMO energy: 0.23 eV. The SMILES is c1cn[nH]cn[nH]c1.


Entry B
The following is a quantum chemistry calculation of a molecular structure, C4H6N4, from OMol25.

Structure (XYZ):
```
14
Properties=species:S:1:pos:R:3
C 1.0155 1.4585 -0.3105
C -0.2541 -1.0205 -0.0212
C -0.4173 -0.1594 1.1291
C -1.2471 -0.2264 -0.9644
H -0.0048 1.4331 -1.2728
H 1.7449 2.2898 -0.1450
H 1.4212 -1.5062 0.9766
H -0.5665 -2.0318 -0.1388
H 0.2489 -0.7204 2.0401
H -1.5047 -0.2939 -1.9939
N 1.7384 0.3976 0.1083
N 1.0483 -0.9291 -0.2874
N -1.2815 0.7272 1.0984
N -1.9411 0.5815 -0.2188
```

For the HOMO energy, the calculation gives -9.654 eV. The value obtained for the HOMO-LUMO gap is 9.70 eV. As for the net charge: 0. As for the spin multiplicity: 1. As for the LUMO energy: 0.04 eV.


The data favor entry A; the next most stable structure lies 0.1817 hartree above it.